{"formula": "C41H63MnN3O2P3S2Te", "method": "ωB97M-V/def2-TZVPD", "charge": 1, "energy_ev": -140254.58718, "multiplicity": 4, "max_force_ev_per_a": 1.348, "orbital_gap_ha": [0.2579, 0.2686], "e_homo_ev": [-9.16, -9.23], "lumo_ha": [-0.079, -0.071], "relative_energy_kcal_mol": 0.00, "species": ["C", "H", "C", "H", "N", "C", "P", "H", "C", "H", "H", "C", "H", "H", "P", "H", "C", "H", "C", "H", "C", "H", "Mn", "H", "H", "H", "H", "C", "H", "H", "H", "C", "H", "H", "H", "S", "H", "H", "H", "H", "C", "H", "H", "C", "C", "H", "C", "H", "H", "H", "C", "C", "H", "C", "C", "H", "H", "O", "C", "P", "H", "H", "H", "C", "C", "C", "H", "H", "S", "C", "C", "C", "C", "H", "C", "H", "H", "H", "C", "C", "H", "H", "H", "H", "H", "H", "H", "H", "H", "C", "C", "C", "H", "H", "H", "C", "H", "H", "H", "O", "C", "H", "C", "C", "C", "C", "C", "H", "H", "H", "H", "N", "N", "Te", "C", "C"], "xyz": [[0.679650, -3.804037, -1.126462], [-1.181766, -5.063415, 4.071324], [-0.047068, 4.049741, 1.694226], [0.146496, 0.945133, 2.511162], [1.080606, 0.627765, 2.670885], [3.192122, 2.842263, -1.357762], [2.600949, 0.296832, -2.247461], [1.078784, 6.331072, 0.644899], [1.983006, 1.050351, 3.573592], [2.555053, 3.214103, -2.166173], [0.289777, 0.012334, -4.098799], [2.077553, 1.992889, -4.374264], [0.575937, -6.442659, -3.292495], [4.558504, 1.602569, -2.485288], [-0.883580, -2.985175, 0.922906], [-5.420118, 3.716498, 0.414803], [-0.287144, 4.712409, 0.360706], [1.403838, -4.301988, 2.112731], [-3.147572, -2.693564, -0.654161], [-4.214117, -2.837842, -0.723241], [3.837240, 1.496030, -1.656018], [-2.945695, -1.628239, -0.820496], [0.428305, -1.120408, 0.106449], [1.379179, -2.781039, 2.976643], [2.962119, 2.616776, -4.237709], [0.734812, 2.196674, 4.853828], [-4.594553, 5.211664, 0.882180], [-3.437840, -2.409848, 1.815980], [-5.647706, 2.051555, 3.591338], [-3.026883, 6.358748, -0.719263], [6.324482, -2.605781, -2.738431], [-3.336546, 5.704758, -1.525866], [0.744046, 3.315130, 1.628545], [1.041257, -4.256177, 3.857022], [4.994023, -0.635065, -3.002204], [-1.956162, 2.357249, -2.870137], [1.765600, 4.944208, -0.143613], [-4.490291, -2.344993, 1.536700], [-2.486492, 5.545205, -2.185257], [1.767977, 2.052342, -5.419575], [-5.391810, 1.640289, 2.622587], [3.812124, 0.872952, 0.386821], [-1.583590, -5.860113, 0.344738], [3.083329, 0.265575, 3.379394], [4.755030, -3.674535, -1.633865], [-3.071458, -1.403963, 2.001888], [-0.516272, -6.369404, -1.419137], [3.312240, 0.226449, -4.480634], [1.203393, -0.301884, -5.615724], [5.061065, 0.063357, -0.584947], [0.947413, -4.641105, -2.238412], [0.880614, 5.552542, -0.070549], [-2.845441, -4.181939, 0.784891], [-6.407910, 1.272523, 1.740340], [-1.330283, -4.895377, 2.995318], [-7.452994, 1.406955, 2.005614], [-3.261504, 1.778584, 2.902798], [-0.491175, 3.687670, -0.681785], [1.755658, 2.193272, 4.478502], [-1.756638, 2.834052, -1.045264], [2.593978, 2.741891, -0.469884], [3.020259, -4.490684, -0.707654], [4.033161, 0.355140, 3.904977], [-5.022960, 4.661779, 0.037218], [1.240947, -0.351911, -4.515038], [3.454516, -3.633981, -1.210175], [2.417647, 2.169404, 5.325345], [0.698023, 6.035280, -1.008337], [0.808226, 0.669687, -1.406354], [4.551367, -1.478463, -2.478474], [3.238913, -1.356337, -1.976665], [-4.756509, 0.587323, 0.124791], [-2.675966, -3.114801, 0.713565], [-5.821316, 5.239585, -0.440864], [-4.066107, 1.458497, 2.251980], [-2.395732, -4.858570, 2.830350], [4.242586, -2.165545, 2.601424], [-4.500753, 0.257821, -0.870941], [-3.956952, 4.420291, -0.999810], [0.353344, -5.885970, -2.396883], [-0.993721, -7.361660, -1.468433], [-4.343519, 3.826077, -1.837604], [-1.194025, 5.314174, 0.365763], [-3.325170, -2.978971, 2.756893], [-4.073529, 6.253345, -2.106456], [5.275342, 1.752260, -0.070426], [3.025620, -2.525627, 1.357106], [5.356114, -4.567805, -1.456458], [0.217084, 4.835660, 2.418405], [5.316787, -2.609769, -2.338689], [-6.079709, 0.711398, 0.515870], [-0.289589, -4.254607, -0.213747], [-0.945212, 3.565502, 2.063643], [1.401561, -1.389640, -4.218001], [3.986357, 3.577670, -1.177364], [-3.733016, 0.972378, 1.001503], [-6.865943, 0.445961, -0.168073], [1.628010, -4.310374, -3.025867], [-0.993933, -2.796155, 3.268442], [-2.916447, 3.620227, -0.332579], [-0.836467, -5.522895, -0.372394], [1.905104, 3.145097, 3.957214], [3.630275, -1.726738, 1.794275], [-0.598776, -3.602421, 2.631308], [2.760307, -0.646395, 2.364916], [2.623177, -2.494309, -1.393943], [4.542573, 1.013889, -0.399053], [-2.680101, -3.264324, -1.459567], [4.253531, -1.370492, 0.976439], [1.269298, 2.416289, -3.763853], [-0.902683, -5.756986, 2.476115], [1.295217, -2.575534, -0.956482], [1.530528, -0.413432, 1.913395], [-1.752982, 0.877227, 0.468803], [2.366286, 0.528529, -4.034918], [0.885403, -3.747951, 2.901425]], "forces_ev_per_angstrom": [[-0.1, -0.8, -0.3], [0.0, 0.0, -0.2], [-0.4, 0.6, 0.4], [-0.5, 0.3, 0.0], [0.1, -0.4, -0.2], [0.3, 0.4, -0.6], [-1.0, -0.4, 0.2], [0.0, 0.3, 0.5], [-0.1, -0.1, -0.5], [0.1, 0.0, 0.3], [0.2, -0.2, -0.2], [0.1, 0.2, 0.0], [0.0, -0.2, 0.0], [-0.1, 0.0, 0.2], [0.8, -0.3, -0.1], [0.0, 0.1, -0.1], [-0.4, -0.4, -0.3], [-0.1, -0.2, 0.1], [0.4, 0.5, -0.6], [-0.5, -0.1, -0.1], [0.4, 0.2, -0.3], [0.0, -0.2, -0.1], [-0.4, -0.4, 0.1], [-0.1, 0.1, 0.0], [0.0, 0.0, -0.1], [-0.1, 0.0, 0.1], [-0.2, 0.1, -0.1], [0.1, -0.5, 0.7], [0.1, 0.0, 0.0], [0.1, 0.1, 0.3], [-0.1, -0.3, 0.1], [-0.2, 0.0, -0.1], [0.3, -0.1, -0.1], [0.0, -0.1, -0.1], [0.0, 0.0, 0.1], [-0.1, 0.1, -0.4], [0.4, -0.3, -0.1], [0.0, 0.0, 0.2], [0.1, -0.3, 0.0], [0.1, 0.1, 0.0], [-0.4, -0.3, -0.2], [-0.2, -0.1, 0.3], [0.1, 0.0, -0.1], [1.0, -0.3, 0.4], [0.5, -0.5, -0.2], [0.0, 0.2, 0.0], [-0.3, -0.3, 0.0], [0.2, -0.1, -0.2], [-0.1, -0.1, 0.4], [-0.1, 0.3, 0.2], [0.0, 0.0, -0.3], [0.0, -0.2, 0.0], [-0.2, -0.3, 0.2], [0.2, -0.1, 0.4], [0.5, -0.1, 0.4], [0.2, 0.0, 0.0], [-0.1, 0.0, 0.2], [1.0, 0.3, -0.1], [-0.5, 0.5, -0.2], [-0.1, 0.3, 0.3], [-0.4, 0.1, 0.4], [0.1, 0.1, 0.0], [-0.4, -0.2, -0.2], [0.0, -0.1, 0.0], [-0.3, -0.2, -0.4], [-0.2, 0.3, 0.1], [0.3, -0.1, 0.3], [-0.1, 0.2, -0.7], [0.6, -0.3, 0.1], [0.0, 0.1, -0.1], [0.1, -0.4, -0.1], [0.5, 0.2, 0.2], [-0.2, -0.1, 0.0], [0.0, -0.1, 0.3], [0.2, 0.5, 0.3], [-0.3, 0.0, -0.2], [-0.1, 0.2, -0.5], [-0.1, -0.2, -0.1], [0.4, -0.1, -0.3], [0.1, 0.5, 0.4], [0.4, 0.6, -0.1], [0.1, 0.0, 0.2], [-0.1, 0.0, 0.2], [-0.3, 0.4, -0.3], [-0.2, 0.0, -0.1], [-0.1, 0.0, 0.0], [0.0, 0.1, 0.1], [-0.2, 0.2, 0.0], [0.1, -0.3, -0.1], [-0.1, 0.4, 0.1], [0.0, 0.3, -0.2], [0.3, 0.3, -0.4], [-0.2, -0.1, 0.0], [-0.2, -0.1, 0.0], [-0.2, -0.1, 0.0], [-1.3, -0.2, -0.2], [-0.2, -0.1, -0.2], [-0.2, 0.1, 0.3], [0.1, -0.1, 0.0], [-0.8, 0.3, 0.2], [-0.6, -0.4, 0.3], [0.0, -0.1, 0.0], [-0.3, -0.4, 0.3], [-0.4, 0.2, 0.2], [0.3, -0.2, -0.5], [-0.2, 0.1, 0.0], [0.5, -0.5, -0.4], [0.1, 0.0, 0.1], [0.2, 0.1, 0.2], [0.0, -0.2, -0.1], [-0.1, 0.1, 0.0], [0.7, 1.0, -0.1], [-0.2, 0.5, 0.4], [0.9, -0.2, 0.2], [0.2, 0.5, 0.2], [0.5, 0.2, 0.2]], "mulliken_spin": [0.0488, 0.0003, 0.0017, 0.0075, 0.0344, -0.0033, 0.0216, 0.0000, 0.0105, -0.0024, -0.0003, -0.0019, -0.0003, -0.0016, -0.0177, 0.0000, -0.0003, -0.0014, 0.0063, 0.0005, 0.0058, -0.0031, 3.0714, -0.0030, -0.0001, 0.0003, 0.0000, 0.0238, 0.0000, 0.0000, 0.0002, 0.0000, -0.0010, 0.0000, 0.0002, -0.0006, 0.0002, 0.0001, 0.0001, 0.0000, -0.0001, 0.0003, -0.0001, 0.0019, 0.0010, -0.0092, 0.0049, 0.0001, 0.0000, 0.0012, 0.0161, -0.0002, -0.0052, 0.0003, -0.0019, 0.0001, -0.0004, 0.0002, -0.0003, 0.0176, 0.0022, -0.0008, 0.0001, 0.0000, 0.0021, 0.0125, 0.0001, 0.0000, -0.1196, 0.0000, -0.0198, 0.0014, -0.0100, 0.0000, 0.0006, -0.0003, 0.0001, -0.0004, -0.0002, -0.0014, 0.0001, 0.0000, 0.0005, 0.0000, 0.0000, 0.0002, 0.0137, -0.0003, 0.0000, 0.0032, 0.0000, -0.0190, 0.0003, -0.0002, -0.0005, -0.0015, 0.0000, 0.0004, -0.0005, -0.0020, -0.0027, 0.0006, -0.0001, -0.0183, -0.0088, 0.0753, -0.0025, -0.0002, 0.0095, -0.0002, 0.0000, -0.1422, -0.0557, 0.0405, -0.0034, 0.0242]}